1.
60
Properties=species:S:1:pos:R:3 method="wB97M-V/def2-TZVPD" lumo_energy_ha=0.013 homo_energy_ev=-7.4 e_tot_ha=-1881.92296 homo_lumo_gap_ev=7.8 largest_force_ev_per_a=2.04 smiles="COc1ccc2sc3c(c2c1)NC[C@@H](CN)NC3=O.CNC(=O)[C@H](CC(N)=O)NC(C)=O"
C 2.05833 -3.08324 6.18416
O 2.60020 -4.06202 5.28798
C 1.98240 -4.23549 4.07176
C 2.57029 -5.16415 3.20226
C 2.02855 -5.41807 1.93714
C 0.88159 -4.73222 1.54002
S 0.02777 -4.87095 0.01737
C -1.13003 -3.63944 0.51425
C -0.89807 -3.18355 1.79338
C 0.28189 -3.80838 2.38376
C 0.82030 -3.55362 3.65191
N -1.62945 -2.22959 2.49732
C -2.88280 -1.60701 2.03787
C -2.78489 -0.98637 0.63506
C -1.54580 -0.08281 0.48228
N -1.67867 1.12382 1.31965
N -2.84780 -2.02056 -0.39076
C -2.14898 -3.20079 -0.42595
O -2.41100 -3.86991 -1.41216
H 2.06027 -2.08942 5.72517
H 1.03594 -3.34557 6.47452
H 2.66958 -3.04018 7.09022
H 3.46217 -5.69085 3.52473
H 2.49423 -6.13667 1.26977
H 0.32739 -2.83502 4.29346
H -1.11850 -1.73543 3.22558
H -3.68918 -2.34805 2.05689
H -3.15508 -0.81830 2.74655
H -3.66974 -0.35697 0.49765
H -0.63400 -0.62401 0.75163
H -1.43873 0.20961 -0.56340
H -2.43986 1.71441 0.98311
H -0.80185 1.64387 1.34530
H -3.39477 -1.84924 -1.22845
C 4.27573 3.73317 -2.46770
N 2.82292 3.57797 -2.45583
C 2.18051 2.40495 -2.44327
O 2.78838 1.33890 -2.45942
C 0.63505 2.37353 -2.38082
C 0.02728 1.87409 -3.70569
C -1.47503 1.66375 -3.64806
N -2.16472 1.83772 -4.74924
O -2.05908 1.36428 -2.62172
N -0.06778 3.59624 -1.93953
C -0.03062 4.80819 -2.49455
C -0.93245 5.85650 -1.88792
O 0.67976 5.09724 -3.44619
H 4.71053 3.07971 -3.22665
H 4.68547 3.45977 -1.49395
H 4.53730 4.76735 -2.69457
H 2.25355 4.40642 -2.57838
H 0.41339 1.60671 -1.63632
H 0.48597 0.92204 -3.97240
H 0.25909 2.58990 -4.49414
H -3.15391 1.68088 -4.68503
H -1.70242 2.08907 -5.60278
H -0.73107 3.47018 -1.19242
H -1.96473 5.51502 -1.93466
H -0.83097 6.78151 -2.45536
H -0.64386 6.03108 -0.85345

***

2.
64
Properties=species:S:1:pos:R:3 method="wB97M-V/def2-TZVPD" lumo_energy_ha=0.007 homo_energy_ev=-9.2 e_tot_ha=-1435.48651 homo_lumo_gap_ev=9.4 largest_force_ev_per_a=4.75 smiles="Fc1ccccc1.Fc1ccccc1.CC(C)=O.CC(C)=O.CC(C)=O.CC(C)=O" relative_energy_kj_mol=122.3
F -6.29461 5.65013 -0.31874
C -5.75783 4.76639 0.52416
C -5.60939 5.10044 1.82334
C -4.90292 4.33760 2.73663
C -4.44236 3.01297 2.28602
C -4.62813 2.66866 0.92170
C -5.21389 3.54390 0.07177
H -6.04249 6.00124 2.23247
H -4.86684 4.63404 3.77453
H -3.97883 2.33457 2.98695
H -4.29482 1.69579 0.59178
H -5.22965 3.29744 -0.97961
F -1.81822 -1.62436 -7.12302
C -1.54763 -2.15863 -5.89699
C -2.44316 -2.02050 -4.87486
C -2.18340 -2.68128 -3.67231
C -0.93348 -3.34593 -3.45113
C 0.05563 -3.20927 -4.43656
C -0.31248 -2.75243 -5.66646
H -3.38792 -1.52068 -5.02980
H -2.82691 -2.62776 -2.80660
H -0.69603 -3.96183 -2.59634
H 1.06457 -3.54630 -4.24985
H 0.49421 -2.74900 -6.38455
C 3.22317 3.09759 -8.84423
C 3.35043 1.83070 -8.05272
C 3.23628 1.89488 -6.51821
O 3.51037 0.70847 -8.64515
H 2.18059 3.33869 -9.05162
H 3.54435 2.92567 -9.87155
H 3.81076 3.94066 -8.48082
H 3.75010 2.75772 -6.09440
H 3.77041 1.05808 -6.06812
H 2.18212 2.02067 -6.27117
C 0.18189 -8.71485 3.92410
C 1.29144 -8.23037 4.80661
C 1.16770 -6.85165 5.23208
O 2.33892 -8.87873 4.95295
H 0.54575 -9.52678 3.29443
H -0.28845 -7.95312 3.30230
H -0.56909 -9.24355 4.51115
H 0.23798 -6.72967 5.78780
H 1.10680 -6.36825 4.25702
H 2.02754 -6.65050 5.87109
C 1.61217 5.67841 7.77860
C 2.32039 5.28469 6.49131
C 1.87114 4.04162 5.76304
O 3.14166 6.04193 5.99668
H 2.12908 6.48201 8.30311
H 1.60115 4.75646 8.35997
H 0.56414 5.93750 7.62822
H 2.20969 3.95923 4.73024
H 0.78183 4.06091 5.72896
H 2.06419 3.06022 6.19623
C 2.46254 -1.73615 0.89283
C 1.43574 -0.65211 1.07265
C 1.12822 -0.04371 -0.26607
O 0.71880 -0.57584 2.05507
H 3.44564 -1.34435 0.63185
H 2.14043 -2.33493 0.04088
H 2.36439 -2.39881 1.75268
H 0.05265 0.01527 -0.43273
H 1.62227 -0.45522 -1.14622
H 1.53139 0.95199 -0.08137

***

3.
41
Properties=species:S:1:pos:R:3 method="wB97M-V/def2-TZVPD" lumo_energy_ha=-0.168 homo_energy_ev=-11.6 e_tot_ha=-1857.03744 homo_lumo_gap_ev=7.1 largest_force_ev_per_a=1.64 charge=+1
C -0.06006 -3.47975 0.62890
C -1.08327 -2.35876 0.77358
I -2.65491 -2.72796 2.17321
C -1.03512 -1.19826 0.10614
I -2.47410 0.34636 0.34164
C 0.11263 -0.97281 -0.84396
C 1.37581 -0.68099 -0.29001
C 1.55862 -0.54756 1.23520
C 0.92305 0.79734 1.65246
C 0.19042 0.95080 2.82205
C -0.38322 2.18899 3.12622
C -0.23503 3.30060 2.31329
C -0.83255 4.67231 2.58929
C 0.50538 3.13528 1.12733
C 1.08528 1.91513 0.81783
C 2.46089 -0.48887 -1.14549
C 2.24135 -0.57776 -2.53606
C 0.98562 -0.84307 -3.01706
S 0.81741 -0.89236 -4.81128
N -0.06866 -1.04740 -2.17849
C -1.40775 -1.31647 -2.71312
O -1.63174 -2.70573 -2.83181
O -2.93706 -3.02849 -2.41944
H 0.12473 -3.77707 -0.41602
H 0.91319 -3.25884 1.09140
H -0.46307 -4.36809 1.13729
H 2.65053 -0.53505 1.39191
H 1.11671 -1.38689 1.77664
H 0.04994 0.08149 3.47027
H -0.96553 2.25091 4.04941
H 0.00956 5.38542 2.62992
H -1.43601 5.00018 1.72553
H -1.43400 4.72244 3.50411
H 0.63095 3.97383 0.43614
H 1.66992 1.88791 -0.10742
H 3.44453 -0.26994 -0.72708
H 3.08803 -0.39626 -3.19632
H 0.43827 0.38772 -5.08749
H -2.17903 -0.89802 -2.04630
H -1.55936 -0.82016 -3.68447
H -3.55234 -2.42017 -2.86792

***

4.
10
Properties=species:S:1:pos:R:3 method="wB97M-V/def2-TZVPD" lumo_energy_ha=-0.007 homo_energy_ev=-9.1 e_tot_ha=-751.68710 homo_lumo_gap_ev=8.9 largest_force_ev_per_a=3.93 relative_energy_kj_mol=139.4
C -0.88663 0.69318 -0.21787
C 0.53714 0.20266 -0.32706
O 3.08053 -0.07910 0.05681
F 1.50933 -1.94700 0.15773
F 0.77781 -0.38571 -1.51323
S 1.92551 0.64112 0.54451
H -1.12056 1.16359 0.74040
H -1.09805 1.51293 -0.90966
H -1.62491 -0.12125 -0.31392
H 2.44866 -1.85688 -0.19512

***

5.
192
Properties=species:S:1:pos:R:3 method="wB97M-V/def2-TZVPD" lumo_energy_ha=0.009 homo_energy_ev=-8.1 e_tot_ha=-3964.69987 homo_lumo_gap_ev=8.4 largest_force_ev_per_a=2.78 relative_energy_kj_mol=44.1
C -3.61374 6.65867 -4.52686
C -5.10469 6.45505 -4.74236
C -5.87040 7.51696 -3.97135
C -6.03256 8.92912 -4.53316
C -6.57171 8.75120 -5.93770
C -5.83564 7.75793 -6.83847
N -5.63747 6.46319 -6.15166
O -4.89330 5.64603 -7.01621
C -6.72112 7.50080 -8.05972
C -4.53395 8.43824 -7.26483
C -5.57021 5.12523 -4.16246
H -3.34281 7.69756 -4.72878
H -3.02185 5.96424 -5.12249
H -3.35231 6.58335 -3.46888
H -6.91291 7.24021 -3.76474
H -5.46234 7.69249 -2.96976
H -5.06868 9.44792 -4.60921
H -6.70578 9.61711 -4.02560
H -6.51555 9.68291 -6.51771
H -7.65019 8.56201 -5.92971
H -6.87536 8.40727 -8.64776
H -6.43349 6.68228 -8.71234
H -7.68485 7.16703 -7.65726
H -4.06076 8.97381 -6.43929
H -3.82963 7.79213 -7.79094
H -4.70268 9.23549 -7.99961
H -6.65732 5.04629 -4.17606
H -4.99832 4.97861 -3.24279
H -5.26316 4.27715 -4.78389
H -5.37809 4.83505 -7.21259
C -1.61009 8.64845 -10.41588
C -2.40163 8.28469 -11.68534
C -1.70646 8.98402 -12.87164
C -0.57467 8.24816 -13.57243
C -1.10049 6.85998 -13.91546
C -1.50290 6.04999 -12.67747
N -2.47469 6.85084 -11.92435
O -2.95801 6.17035 -10.77620
C -2.22512 4.81043 -13.16523
C -0.26573 5.69987 -11.82310
C -3.81261 8.86493 -11.64571
H -1.54378 9.73698 -10.34533
H -0.57591 8.30385 -10.39267
H -2.12728 8.23757 -9.54913
H -2.43709 9.36929 -13.58988
H -1.25070 9.93940 -12.57476
H 0.32766 8.16781 -12.96848
H -0.38899 8.73087 -14.53309
H -0.38580 6.31273 -14.53613
H -1.99855 6.94827 -14.53559
H -1.76277 4.33705 -14.03841
H -2.37199 4.01509 -12.43275
H -3.24297 4.99615 -13.52381
H 0.10154 6.64467 -11.41321
H -0.51737 5.14422 -10.92154
H 0.49436 5.30509 -12.49503
H -4.36108 8.42137 -12.48364
H -3.98278 9.93995 -11.68997
H -4.34190 8.47431 -10.76731
H -3.88317 5.99182 -10.99537
C -2.13918 10.75469 2.29001
C -3.47567 10.85675 1.55506
C -3.72830 12.34948 1.31205
C -4.51376 12.67650 0.05512
C -3.82330 12.03160 -1.13102
C -3.84152 10.51390 -0.97448
N -3.22387 10.12600 0.28465
O -3.11714 8.74262 0.44763
C -5.29853 9.99443 -1.08122
C -3.00327 9.98442 -2.14490
C -4.61686 10.17272 2.37004
H -1.36605 11.21496 1.66428
H -1.72534 9.81361 2.65081
H -2.10201 11.44586 3.14456
H -4.23223 12.77051 2.19001
H -2.82057 12.95821 1.36254
H -4.65067 13.76329 0.06912
H -5.56664 12.37204 0.05176
H -2.76893 12.32628 -1.04562
H -4.17730 12.36734 -2.10327
H -5.74216 10.38086 -2.00012
H -5.30455 8.91256 -1.21608
H -5.83668 10.29756 -0.18823
H -1.97815 10.32861 -1.97725
H -2.88696 8.89407 -2.09803
H -3.35104 10.18927 -3.15497
H -5.37362 10.94142 2.54781
H -4.31833 9.83158 3.35854
H -5.06420 9.38188 1.77535
H -2.16463 8.59842 0.47879
C 3.48534 10.21723 -5.98941
C 2.15926 10.75782 -6.58755
C 2.03012 10.48550 -8.08645
C 1.64101 9.01444 -8.26439
C 0.37088 8.64635 -7.51541
C 0.49661 8.91298 -6.04180
N 0.95032 10.31113 -5.86812
O 1.06398 10.68447 -4.50281
C -0.87613 8.77438 -5.34723
C 1.45620 7.85379 -5.43768
C 2.25363 12.29009 -6.36904
H 3.93208 9.40434 -6.56847
H 3.46288 9.96261 -4.93179
H 4.25391 10.99382 -6.03337
H 1.20420 10.97599 -8.60430
H 3.01724 10.63959 -8.52033
H 2.51014 8.39768 -7.99485
H 1.57682 8.62385 -9.28864
H 0.14188 7.60017 -7.76256
H -0.56574 9.05211 -7.91884
H -1.60804 9.49867 -5.70714
H -1.11761 7.72131 -5.46683
H -0.70982 9.06672 -4.30763
H 1.25620 6.82919 -5.73937
H 2.43280 8.10996 -5.83086
H 1.47407 7.92224 -4.35036
H 2.98382 12.59499 -5.62569
H 1.30386 12.80607 -6.20679
H 2.56742 12.77888 -7.30110
H 0.30201 11.26903 -4.44815
C -2.44370 2.28146 -2.96588
O -1.58946 3.12848 -2.72993
N -2.15677 1.18329 -3.71924
N -3.69843 2.34184 -2.43202
H -2.82704 0.50014 -4.02480
H -1.27405 1.08176 -4.18548
H -4.24036 1.51542 -2.59404
H -3.87764 3.11657 -1.81283
C -9.71831 3.57838 -7.34663
O -9.32440 4.26930 -8.28170
N -9.88291 3.99696 -6.04952
N -10.19541 2.31460 -7.52395
H -9.61723 4.94694 -5.83359
H -9.53238 3.31184 -5.38856
H -10.14134 1.72047 -8.32821
H -10.76639 1.99912 -6.75750
C -0.99039 3.73026 -7.42187
O -1.17136 2.51697 -7.46232
N 0.27671 4.27845 -7.41456
N -2.00653 4.57543 -7.70777
H 1.06114 3.65728 -7.47105
H 0.34205 5.10611 -6.84546
H -2.89982 4.16742 -7.91423
H -1.99551 5.57762 -7.63967
C -8.27482 3.42201 -1.25700
O -9.15874 2.80767 -0.66884
N -7.00732 2.90928 -1.37130
N -8.36384 4.73518 -1.62662
H -6.36508 3.66971 -1.50205
H -6.80786 1.94964 -1.18660
H -7.55024 5.19491 -1.99441
H -9.25599 5.18990 -1.67497
C -4.89135 5.43049 0.01900
O -4.76848 4.22020 -0.14225
N -5.48551 5.98670 1.10962
N -4.25012 6.34783 -0.75436
H -5.78091 6.92875 1.29792
H -6.02952 5.35930 1.68385
H -3.58498 5.92210 -1.37951
H -4.10920 7.29693 -0.43106
C -8.90182 6.01464 -12.11751
O -8.42837 5.10109 -12.77339
N -8.74582 7.34993 -12.35948
N -9.50105 5.83067 -10.89654
H -9.04962 8.04930 -11.71176
H -8.18859 7.60288 -13.15468
H -9.63836 4.90701 -10.52242
H -9.90381 6.57652 -10.36143
C -7.28758 2.23959 -10.49170
O -7.16834 1.48084 -9.53312
N -7.09352 1.83757 -11.78045
N -7.52878 3.57993 -10.35650
H -6.95991 0.88750 -12.05977
H -7.15365 2.58040 -12.45551
H -7.71818 3.89727 -9.41833
H -8.03451 3.97859 -11.13618
C -10.02678 6.66738 -3.97285
O -9.22779 7.16823 -3.19229
N -10.02257 7.02131 -5.30668
N -10.97687 5.75831 -3.64670
H -10.83661 6.82377 -5.85924
H -9.29273 7.63574 -5.61367
H -10.96902 5.43443 -2.69629
H -11.55431 5.33676 -4.34915
C -7.78382 1.50429 -4.83779
O -8.86750 1.85571 -4.38554
N -6.58826 2.07755 -4.47555
N -7.63052 0.38349 -5.60783
H -5.79519 1.46733 -4.43404
H -6.66643 2.85660 -3.84535
H -8.48514 -0.05447 -5.90112
H -6.79522 0.19570 -6.13113

***

6.
100
Properties=species:S:1:pos:R:3 method="wB97M-V/def2-TZVPD" lumo_energy_ha=-0.105 homo_energy_ev=-11.0 e_tot_ha=-2430.91348 homo_lumo_gap_ev=8.1 largest_force_ev_per_a=3.15 relative_energy_kj_mol=190.3 charge=+1
Ba -0.97584 -3.44628 0.15789
B -1.23814 -0.56195 -1.16552
F -1.19257 0.79532 -0.96138
F -1.31413 -0.80798 -2.52927
F -0.12017 -1.07194 -0.52340
F -2.30354 -1.04469 -0.49529
C -1.79473 3.74583 -1.00232
C -0.69940 3.72871 -1.77697
C -0.06083 4.90643 -2.13379
C -0.49315 6.11918 -1.63778
C -1.61214 6.13354 -0.76701
C -2.18934 4.91589 -0.39340
N 0.23681 7.33482 -1.97239
O 0.00749 8.42530 -1.44900
O 1.17417 7.27199 -2.74616
H -2.32721 2.86602 -0.67247
H -0.33245 2.82640 -2.24342
H 0.72526 4.76232 -2.86021
H -1.94363 7.07634 -0.35757
H -3.02934 4.88943 0.28490
C 2.07599 1.76323 -1.90988
O 3.22615 2.48058 -2.27061
C 3.63473 2.43538 -3.62389
C 3.02181 3.65344 -4.37116
O 1.62331 3.59758 -4.55567
C 1.10330 4.66570 -5.31857
H 1.35585 1.90619 -2.71551
H 1.43476 2.02567 -1.06842
H 2.26365 0.70764 -1.71334
H 3.32161 1.49725 -4.08212
H 4.72379 2.48082 -3.62462
H 3.36288 3.73361 -5.40332
H 3.26079 4.62116 -3.93011
H 1.41153 4.78662 -6.35707
H 1.33329 5.63418 -4.87445
H 0.01981 4.56084 -5.26231
C 2.27786 -5.86275 1.16171
O 1.57338 -4.56030 1.16885
C 2.23603 -3.63883 2.04077
C 1.73533 -2.20248 1.92082
O 0.33268 -2.08017 2.11368
C -0.05742 -0.81662 2.59520
H 2.34608 -6.29988 2.15789
H 3.29235 -5.80328 0.76755
H 1.73937 -6.53874 0.49751
H 3.31214 -3.61927 1.86838
H 2.20010 -4.04964 3.04975
H 2.04263 -1.79386 0.95817
H 2.26786 -1.64053 2.68811
H -1.08070 -0.57993 2.30371
H 0.49931 0.00352 2.14186
H -0.01194 -0.70706 3.67872
C 0.17461 3.13677 1.65841
O 0.80716 3.33887 2.91831
C 0.07906 2.91937 4.08452
C 1.00729 2.86435 5.34372
O 1.91314 1.73871 5.34887
C 2.92515 1.77527 6.34588
H -0.87573 3.42620 1.69203
H 0.09530 2.14524 1.21267
H 0.77136 3.58851 0.86600
H -0.32475 1.90805 4.03697
H -0.77737 3.57911 4.22358
H 0.48578 2.94797 6.29720
H 1.60293 3.76860 5.21860
H 2.42198 1.62882 7.30163
H 3.57816 2.64599 6.28633
H 3.54193 0.88810 6.20227
C 1.86136 -2.31028 -2.05760
O 1.11953 -3.46563 -1.66634
C 0.71521 -4.24942 -2.90544
C -0.56038 -3.75085 -3.59632
O -1.58541 -3.73615 -2.61358
C -2.84194 -3.53705 -3.22949
H 2.18511 -1.75909 -1.17472
H 1.25617 -1.59878 -2.61939
H 2.77653 -2.50272 -2.61753
H 0.50496 -5.26917 -2.58294
H 1.61162 -4.21813 -3.52476
H -0.88061 -4.37423 -4.43116
H -0.46553 -2.81068 -4.13962
H -2.93334 -2.49829 -3.54683
H -3.69882 -3.60221 -2.55897
H -3.01015 -4.18051 -4.09307
C -4.61754 -4.60793 0.17454
O -3.78141 -3.48332 0.40865
C -4.22649 -2.66924 1.50665
C -3.61942 -3.24849 2.77605
O -2.22329 -3.32594 2.59165
C -1.58119 -3.65838 3.81095
H -4.72463 -5.15846 1.10917
H -4.22872 -5.20607 -0.64955
H -5.55973 -4.11210 -0.05903
H -5.30392 -2.51713 1.57081
H -3.78838 -1.67810 1.38912
H -4.07663 -4.22567 2.93158
H -3.92089 -2.52282 3.53143
H -2.02964 -4.54515 4.25884
H -1.67183 -2.82869 4.51203
H -0.52198 -3.87404 3.67076